{
  "formula": "C28H61N5O12SSn",
  "method": "ωB97M-V with the def2-TZVPD basis set",
  "total_charge": 2,
  "orbital_gap_ev": 4.00,
  "homo_ev": -12.570,
  "mol_weight_da": 810.60,
  "e_lumo_ev": -8.6,
  "elements": ["C", "O", "C", "C", "N", "H", "H", "C", "C", "O", "C", "H", "H", "H", "H", "H", "H", "H", "H", "H", "H", "H", "H", "H", "H", "C", "O", "C", "C", "N", "H", "H", "C", "C", "O", "C", "H", "H", "H", "H", "H", "H", "H", "H", "H", "H", "H", "H", "H", "H", "C", "O", "C", "C", "N", "H", "H", "C", "C", "O", "C", "H", "H", "H", "H", "H", "H", "H", "H", "H", "H", "H", "H", "H", "H", "Sn", "S", "O", "O", "O", "O", "C", "C", "O", "O", "H", "H", "H", "N", "C", "C", "C", "C", "H", "H", "H", "H", "H", "N", "C", "C", "C", "C", "H", "H", "H", "H", "H"],
  "coordinates": [[8.4172, 20.7024, 24.1418], [9.2540, 21.7577, 24.5415], [9.9429, 22.3238, 23.4560], [9.0518, 23.2104, 22.5834], [9.7628, 24.4452, 22.0990], [10.6338, 24.1185, 21.6840], [9.2515, 24.7976, 21.2731], [9.8892, 25.4835, 23.2135], [8.6409, 26.2981, 23.3612], [7.5381, 25.5298, 23.7424], [6.3943, 26.3593, 24.0304], [8.9883, 19.9147, 23.6241], [7.6019, 20.9189, 23.4350], [7.9408, 20.2122, 24.9875], [10.4218, 21.5014, 22.9084], [10.7568, 22.8986, 23.9128], [8.1047, 23.4902, 23.0297], [8.7741, 22.6175, 21.7111], [10.7445, 26.0737, 22.8790], [10.2463, 24.9098, 24.0644], [8.4001, 26.9174, 22.4875], [8.9335, 27.0067, 24.1539], [5.7352, 25.6908, 24.5723], [5.9896, 26.7624, 23.1008], [6.7156, 27.1789, 24.6769], [7.0717, 27.0517, 16.0375], [7.9235, 26.1793, 15.3433], [9.0971, 26.7890, 14.8846], [10.1977, 25.7349, 14.8416], [10.2824, 25.0835, 16.1999], [10.5739, 25.8464, 16.8431], [9.3285, 24.7753, 16.4229], [11.2154, 23.9215, 16.3295], [10.4730, 22.7004, 16.8412], [9.2671, 22.5557, 16.1684], [8.6041, 21.3496, 16.4973], [6.2118, 26.5694, 16.4976], [6.6982, 27.8524, 15.3872], [7.5146, 27.6125, 16.8734], [9.5080, 27.5974, 15.4955], [8.9476, 27.1494, 13.8605], [11.1599, 26.1457, 14.5481], [9.9233, 24.8892, 14.2089], [11.9821, 24.3333, 16.9807], [11.7182, 23.5866, 15.4223], [10.3958, 22.7244, 17.9375], [11.1114, 21.8317, 16.6238], [8.4223, 21.2366, 17.5671], [9.2204, 20.5125, 16.1406], [7.6905, 21.1983, 15.9274], [9.2952, 30.5614, 14.4781], [9.9504, 30.6256, 15.7472], [9.0646, 30.5643, 16.8410], [9.8098, 30.7839, 18.1229], [10.9248, 29.7609, 18.2754], [11.1570, 29.6329, 19.2691], [10.4115, 28.8829, 18.0781], [12.2096, 29.8865, 17.5202], [13.3621, 30.1547, 18.4550], [13.2995, 29.2040, 19.5133], [14.1791, 29.5914, 20.5739], [8.8663, 29.5626, 14.3526], [10.0830, 30.6967, 13.7421], [8.5462, 31.3509, 14.4092], [8.5312, 29.6028, 16.8342], [8.2726, 31.3214, 16.7690], [9.0846, 30.4565, 18.8759], [10.1549, 31.7599, 18.4471], [12.0519, 30.6636, 16.7762], [12.3499, 28.9684, 16.9496], [13.3039, 31.1865, 18.8180], [14.3510, 30.0291, 18.0056], [15.2159, 29.4586, 20.2334], [14.1005, 28.9860, 21.4750], [14.1117, 30.6589, 20.7828], [13.3314, 25.9711, 20.0273], [10.0125, 26.7237, 19.1370], [10.8019, 25.4396, 19.0096], [10.0193, 27.3620, 17.8042], [8.6802, 26.5267, 19.6891], [10.8034, 27.5233, 20.1262], [11.2132, 28.7972, 23.0899], [12.3102, 27.9322, 23.6736], [12.4764, 27.9023, 24.8721], [13.0961, 27.2925, 22.8595], [10.6011, 28.1821, 22.4172], [11.5585, 29.6359, 22.4873], [10.5147, 29.1123, 23.8630], [8.1461, 29.2912, 20.6749], [8.7103, 30.3951, 21.2885], [7.8463, 31.4492, 21.0393], [6.8803, 31.0054, 20.1165], [7.0702, 29.6498, 19.9286], [8.6066, 28.3951, 20.7238], [9.6389, 30.2500, 21.8111], [7.9564, 32.4805, 21.3363], [6.1702, 31.6256, 19.5940], [6.4715, 29.0055, 19.3069], [6.7484, 24.2502, 19.2612], [6.2947, 23.0296, 18.8035], [5.7779, 22.3767, 19.8945], [6.1495, 23.0974, 21.0585], [6.6867, 24.2876, 20.6186], [7.1053, 25.0030, 18.6993], [6.3823, 22.8168, 17.7529], [5.3654, 21.3814, 19.9550], [6.0101, 22.8684, 22.1024], [6.9706, 25.1171, 21.2464]],
  "atomic_forces_ev_per_a": [[-0.339, -1.441, -0.627], [-0.410, 0.323, -0.167], [0.334, 0.038, 1.064], [-0.092, -1.217, -0.834], [-1.006, -0.787, -0.146], [0.315, 0.336, 0.434], [-0.198, 0.344, 0.361], [1.137, -0.746, -1.701], [0.217, 0.600, 0.865], [0.059, 0.074, -0.088], [0.880, -0.430, 0.162], [0.206, 0.129, 0.171], [0.135, 0.748, 0.144], [0.236, 0.384, 0.323], [-0.100, 0.223, -0.407], [-0.046, 0.072, -0.067], [0.291, 0.242, 0.455], [0.001, 0.329, -0.246], [-0.254, 0.453, 0.271], [-0.523, 0.235, 0.381], [0.245, -0.213, -0.255], [-0.301, 0.090, 0.016], [-0.428, 0.260, -0.172], [-0.273, -0.078, 0.064], [-0.179, 0.034, 0.056], [-0.782, 1.642, 0.473], [0.250, -0.302, 0.918], [0.878, -0.236, -0.797], [-0.858, -1.169, -0.016], [0.619, 0.740, -0.768], [-0.652, -0.627, 0.050], [-0.003, 0.165, 0.042], [0.007, 0.101, -0.022], [1.112, -0.759, 0.746], [-0.602, 0.941, -0.030], [0.435, -1.298, -0.454], [0.069, -0.614, -0.500], [-0.144, -0.265, -0.252], [0.677, -0.457, -0.088], [-0.675, 0.179, 0.238], [0.075, 0.154, 0.058], [0.056, -0.027, 0.099], [0.073, 0.307, -0.418], [0.144, -0.765, 0.332], [-0.408, 0.844, -0.513], [-0.544, 0.136, -0.044], [0.061, 0.038, 0.066], [-0.041, 0.189, 0.020], [0.164, 0.016, 0.367], [-0.173, 0.776, 0.082], [0.504, -0.164, 0.538], [0.073, 0.095, -0.087], [-0.040, 0.610, -0.769], [-0.071, -1.118, 1.114], [-0.445, 0.707, 0.678], [-0.066, 0.135, -0.055], [0.668, -0.297, -0.464], [-0.492, -0.094, -0.704], [0.276, -0.211, -0.018], [-0.372, -0.144, 0.773], [1.490, 0.169, -0.284], [-0.291, 0.184, -0.121], [-0.146, 0.117, -0.139], [-0.083, -0.098, -0.185], [0.217, -0.091, 0.266], [0.117, 0.112, -0.003], [0.187, 0.321, 0.140], [0.063, 0.250, -0.700], [0.305, 0.132, 0.080], [-0.012, -0.140, 0.150], [-0.041, -0.126, 0.354], [-0.218, 0.264, -0.570], [0.002, 0.003, -0.106], [-0.761, -0.056, -0.104], [-0.432, -0.033, 0.240], [-2.652, 2.217, 1.341], [0.792, 0.355, 2.143], [1.018, -0.815, 0.138], [-0.275, -0.364, -0.230], [0.143, -0.567, -0.670], [0.726, -0.122, -0.596], [-1.003, -0.737, -0.358], [-0.181, 0.885, -0.006], [0.032, -0.306, 0.287], [0.640, -1.421, -1.939], [0.276, 0.103, -0.156], [0.301, 0.017, 0.198], [0.356, 0.360, 0.181], [1.152, -0.063, 0.170], [-1.331, -0.278, -0.105], [1.139, 0.417, -0.399], [-0.148, -0.437, -0.066], [-0.488, 0.786, -0.189], [-0.407, -0.120, -0.284], [-0.206, 0.335, 0.305], [0.145, -0.094, 0.183], [-0.228, -0.095, 0.227], [0.243, -0.394, 0.178], [0.509, -0.158, -0.178], [-0.495, 1.061, 0.307], [0.960, -1.349, 0.477], [-0.324, 1.061, -0.497], [-0.126, -0.406, 0.745], [0.066, -0.012, 0.018], [-0.380, -0.179, -0.013], [-0.079, 0.031, -0.409], [-0.308, -0.207, -0.085], [0.061, 0.257, -0.390]]
}